C6H9N | ωB97M-V/def2-TZVPD

Each atom is followed by the atoms it is bonded to, with distances in Å.
Cartesian coordinates (Å):
1 C -0.20 1.83 -0.81  C2 1.503, H8 1.095, H9 1.096, H10 1.097
2 C -0.22 0.35 -0.57  C1 1.503, C3 1.431, C6 1.377
3 C -0.72 -0.64 -1.48  C2 1.431, C4 1.365, H11 1.081
4 C -0.54 -1.86 -0.90  C3 1.365, N5 1.369, H12 1.080
5 N 0.05 -1.68 0.32  C4 1.369, C6 1.392, H13 1.002
6 C 0.24 -0.32 0.54  C2 1.377, N5 1.392, C7 1.504
7 C 0.84 0.23 1.80  C6 1.504, H14 1.097, H15 1.096, H16 1.098
8 H -0.14 2.05 -1.88  C1 1.095
9 H 0.65 2.31 -0.32  C1 1.096
10 H -1.11 2.31 -0.42  C1 1.097
11 H -1.16 -0.46 -2.46  C3 1.081
12 H -0.73 -2.87 -1.24  C4 1.080
13 H 0.02 -2.40 1.02  N5 1.002
14 H 1.36 1.18 1.60  C7 1.097
15 H 1.58 -0.46 2.23  C7 1.096
16 H 0.09 0.44 2.57  C7 1.098

Output
LUMO in eV: 1.083
2S+1: 1
Kohn-Sham gap in eV: 8.92
SMILES: Cc1cc[nH]c1C
HOMO in hartree: -0.2879

natural (NBO) atomic charges, in units of e: -0.627 -0.088 -0.304 -0.066 -0.515 0.116 -0.642 0.216 0.211 0.213 0.218 0.206 0.405 0.225 0.217 0.216